An isolated ion of composition C3H4NS and charge +1 in a non-equilibrium geometry, computed with ωB97M-V/def2-TZVPD.

Properties
* gap between HOMO and LUMO (spin up / spin down): 7.011 / 6.938 eV
* energy relative to the best compared isomer or geometry (same formula, charge and spin): 3.3972 eV
* F_max: 0.0993 hartree/bohr
* net charge: +1
* highest occupied orbital energy (spin up / spin down): -14.61 / -14.53 eV

The geometry in XYZ format:
```
9
C3H4NS ωB97M-V/def2-TZVPD
C -0.74 0.50 -0.95
C -1.22 -0.86 -1.08
C 0.54 -0.47 0.81
N 0.05 0.77 0.08
S -0.26 -1.91 0.29
H -1.12 1.17 -1.74
H 1.63 -0.41 0.54
H 0.48 -0.47 1.92
H 0.62 1.68 0.13
```

***

An isolated ion of composition C8H9IN3 and charge +1 in a non-equilibrium geometry, computed with ωB97M-V/def2-TZVPD.

Properties
* gap between HOMO and LUMO (spin up / spin down): 6.941 / 6.940 eV
* F_max: 0.0943 hartree/bohr
* net charge: +1
* highest occupied orbital energy (spin up / spin down): -12.16 / -12.16 eV
* structure (SMILES): Nc1ccccc1C(=[NH2+])/N=C\I

The geometry in XYZ format:
```
21
C8H9IN3 ωB97M-V/def2-TZVPD
N -1.58 -1.47 0.60
C -0.68 -0.58 1.00
C -0.28 -0.65 2.33
C 0.64 0.17 2.94
C 1.27 1.06 2.06
C 0.95 1.15 0.71
C -0.05 0.37 0.12
C -0.26 0.51 -1.29
N 0.17 1.54 -2.05
N -0.85 -0.53 -1.89
C -0.50 -1.16 -2.90
I 1.49 -1.20 -3.81
H -2.39 -1.70 1.09
H -1.52 -1.87 -0.34
H -0.62 -1.39 2.98
H 0.93 -0.03 3.89
H 2.11 1.73 2.39
H 1.63 1.76 -0.01
H 0.90 2.11 -1.66
H -0.39 2.03 -2.70
H -0.96 -1.86 -3.48
```

***

C8H10O4PS as an isolated structure in a non-equilibrium geometry, computed with ωB97M-V/def2-TZVPD.

Properties
* gap between HOMO and LUMO: 8.545 eV
* energy relative to the best compared isomer or geometry (same formula, charge and spin): 0.0000 eV
* F_max: 0.0603 hartree/bohr
* net charge: -1
* highest occupied orbital energy: -5.17 eV

The geometry in XYZ format:
```
24
C8H10O4PS ωB97M-V/def2-TZVPD
C 2.80 1.70 -0.15
C 2.93 0.67 -1.12
C 1.90 1.47 0.97
C 2.10 -0.42 -1.04
C 1.11 0.34 1.03
C 1.17 -0.57 -0.04
C -2.57 -0.03 1.38
C -1.83 -0.98 -1.18
O -0.44 -2.31 1.39
O 0.50 -3.16 -0.88
O -0.98 1.47 -0.31
O -3.34 1.17 -0.87
P 0.04 -2.06 0.01
S -2.13 0.58 -0.33
H 3.31 2.67 -0.14
H 3.45 0.72 -2.06
H 1.78 2.18 1.71
H 2.13 -1.20 -1.76
H 0.38 0.19 1.84
H -2.88 0.85 1.90
H -3.47 -0.64 1.35
H -1.60 -0.54 1.70
H -1.42 -0.74 -2.17
H -2.94 -1.38 -1.20
```

***

A 7-piece molecular cluster, C41H50BF23N2O15S overall in a non-equilibrium geometry, computed with ωB97M-V/def2-TZVPD.

Properties
* gap between HOMO and LUMO: 8.103 eV
* F_max: 0.0599 hartree/bohr
* highest occupied orbital energy: -7.97 eV
* structure (SMILES): COB(O)[C@H]1[C@](S)(N=C(C)C)NC(=O)[C@@]1(Cc1ccccc1)C(F)(F)C(F)(F)F.CCOC(=O)C(F)(F)F.CCOC(=O)C(F)(F)F.CCOC(=O)C(F)(F)F.CCOC(=O)C(F)(F)F.CCOC(=O)C(F)(F)F.CCOC(=O)C(F)(F)F

The geometry in XYZ format:
```
133
C41H50BF23N2O15S ωB97M-V/def2-TZVPD
C 0.34 -2.07 3.20
O -0.45 -1.22 4.03
B -1.12 -0.21 3.35
O -2.39 -0.46 2.89
C -0.42 1.17 3.04
C -1.18 2.24 2.26
S -2.70 2.93 3.10
N -1.60 1.71 0.99
C -1.13 2.08 -0.14
C -0.29 1.12 -0.95
C -1.40 3.40 -0.79
N -0.28 3.38 2.26
C 0.34 3.36 3.56
O 0.76 4.35 4.06
C 0.41 1.91 4.15
C 1.82 1.23 4.15
C 2.94 2.03 3.52
C 4.03 2.42 4.31
C 5.10 3.13 3.79
C 5.10 3.48 2.45
C 4.03 3.10 1.64
C 2.97 2.39 2.17
C -0.17 1.85 5.57
F -1.49 2.08 5.58
F -0.01 0.62 6.10
C 0.46 2.86 6.60
F 1.71 3.19 6.29
F 0.50 2.28 7.80
F -0.27 3.96 6.70
H 1.34 -2.13 3.63
H 0.46 -1.67 2.19
H -0.05 -3.08 3.17
H -2.42 -1.33 2.47
H 0.32 0.88 2.29
H -3.66 2.17 2.57
H -0.89 0.70 -1.76
H 0.00 0.29 -0.32
H 0.57 1.63 -1.36
H -1.80 3.24 -1.79
H -2.14 3.95 -0.21
H -0.48 3.98 -0.91
H 0.53 3.32 1.65
H 1.79 0.27 3.65
H 2.12 1.01 5.16
H 4.04 2.13 5.35
H 5.93 3.38 4.43
H 5.94 4.01 2.03
H 4.05 3.38 0.60
H 2.17 2.08 1.50
C -5.84 -1.64 3.57
C -7.24 -1.68 3.01
O -7.23 -1.72 1.56
C -7.00 -2.90 1.01
O -6.80 -3.93 1.58
C -7.06 -2.77 -0.52
F -6.38 -1.71 -0.95
F -8.33 -2.64 -0.92
F -6.56 -3.86 -1.11
H -5.28 -0.80 3.14
H -5.86 -1.54 4.65
H -5.29 -2.55 3.32
H -7.78 -0.78 3.27
H -7.81 -2.53 3.40
C -3.65 -3.14 -5.39
C -3.53 -3.11 -3.88
O -2.16 -3.31 -3.47
C -1.37 -2.26 -3.53
O -1.66 -1.16 -3.89
C 0.03 -2.63 -3.00
F 0.47 -3.78 -3.51
F 0.00 -2.75 -1.66
F 0.92 -1.68 -3.29
H -3.24 -4.06 -5.79
H -4.69 -3.06 -5.69
H -3.10 -2.31 -5.84
H -4.08 -3.92 -3.44
H -3.91 -2.18 -3.46
C 2.97 -5.51 -3.02
C 3.57 -5.24 -4.38
O 4.62 -6.18 -4.69
C 4.23 -7.37 -5.13
O 3.10 -7.74 -5.28
C 5.46 -8.23 -5.45
F 6.37 -8.16 -4.48
F 6.03 -7.80 -6.59
F 5.12 -9.50 -5.61
H 3.75 -5.52 -2.25
H 2.24 -4.76 -2.77
H 2.48 -6.49 -2.99
H 4.03 -4.26 -4.40
H 2.81 -5.26 -5.16
C -0.20 9.66 -2.23
C -0.79 8.73 -3.26
O 0.16 7.71 -3.65
C 0.29 6.69 -2.83
O -0.30 6.52 -1.80
C 1.30 5.68 -3.40
F 2.40 6.29 -3.84
F 0.75 5.01 -4.42
F 1.66 4.79 -2.47
H 0.73 10.10 -2.59
H -0.90 10.47 -2.00
H 0.02 9.14 -1.30
H -1.03 9.27 -4.17
H -1.71 8.26 -2.91
C 11.53 3.55 4.32
C 10.89 3.62 2.95
O 9.60 4.26 3.00
C 9.61 5.58 3.04
O 10.57 6.29 3.02
C 8.16 6.10 3.05
F 7.41 5.43 3.94
F 7.60 5.96 1.84
F 8.12 7.39 3.37
H 10.87 3.06 5.03
H 12.47 3.00 4.27
H 11.74 4.55 4.70
H 10.70 2.61 2.57
H 11.52 4.12 2.23
C -9.54 -7.82 -2.77
C -9.04 -6.45 -3.17
O -7.60 -6.39 -3.17
C -6.99 -6.89 -4.24
O -7.51 -7.39 -5.20
C -5.47 -6.71 -4.09
F -5.05 -7.06 -2.87
F -5.14 -5.42 -4.28
F -4.81 -7.44 -4.98
H -9.12 -8.11 -1.81
H -10.62 -7.83 -2.70
H -9.24 -8.58 -3.50
H -9.36 -5.71 -2.45
H -9.42 -6.15 -4.15
```